A single C5H3NO2 molecule. Source: the OMol25 dataset; level of theory: ωB97M-V/def2-TZVPD.

XYZ file:
```
11
Properties=species:S:1:pos:R:3
C -0.89099 -1.69203 -0.65276
C -0.01033 -0.56331 -0.33305
C -0.39455 0.85961 -0.60354
C 0.46533 1.49575 0.32541
C 0.96295 0.46527 1.21467
H -1.51726 -1.53625 -1.59236
H -0.61520 0.97275 -1.77479
H 1.74057 0.62687 2.05752
N 0.80701 -0.74164 0.82399
O -1.23353 -2.51036 0.33653
O 0.68600 2.62334 0.19837
```

Calculated values
**ΔE to the lowest compared entry with this formula, charge and spin**: 363.5 kJ/mol
**Orbital gap**: 7.6 eV
**Net charge**: 0
**SMILES**: O=CC1=CC(=O)C=N1

***

A molecular structure, C5H3NO2. Source: the OMol25 dataset; level of theory: ωB97M-V/def2-TZVPD.

XYZ file:
```
11
Properties=species:S:1:pos:R:3
C -0.10602 -0.26532 -0.70275
C -1.37190 -0.33910 -0.16661
C -1.28026 0.09957 1.12058
C 0.73728 0.13419 0.25911
C 2.00273 0.61523 0.27161
H 1.19650 -0.76921 -2.07670
H -2.37141 -0.56586 -0.60018
H -1.95680 0.11893 1.94554
N 3.03427 1.00031 0.64218
O 0.11366 -0.20683 -2.10226
O 0.00195 0.17810 1.40949
```

Calculated values
**ΔE to the lowest compared entry with this formula, charge and spin**: 198.7 kJ/mol
**Orbital gap**: 9.4 eV
**Net charge**: 0

***

2 unconnected molecules or ions with the total composition C5H3NO2. Source: the OMol25 dataset; level of theory: ωB97M-V/def2-TZVPD.

XYZ file:
```
11
Properties=species:S:1:pos:R:3
C -0.42261 -0.44006 0.62082
C 0.00170 -1.21390 -0.42784
C 0.47842 -1.84920 -1.34083
C -0.08386 1.06756 0.17197
C 1.30035 1.46807 -0.34740
H -2.00021 1.10066 1.28743
H 0.41178 -0.85988 1.44121
H 0.89365 -2.75456 -1.96011
N 2.27470 2.24859 -0.63153
O -1.86998 -0.57153 0.80566
O -0.98393 1.80424 0.38061
```

Calculated values
**ΔE to the lowest compared entry with this formula, charge and spin**: 742.3 kJ/mol
**Orbital gap**: 8.4 eV
**Net charge**: 0

***

A single C5H3NO3 molecule. Source: the OMol25 dataset; level of theory: ωB97M-V/def2-TZVPD.

XYZ file:
```
12
Properties=species:S:1:pos:R:3
C 1.56107 -0.30055 0.09362
C 0.83926 0.93187 0.08142
C -0.49403 0.48910 -0.06640
C -2.49023 -0.30109 -0.07537
C -0.48700 -0.85304 -0.12050
H 2.91218 0.71211 0.45382
H 1.52524 1.75890 -0.41401
H -3.53646 -0.35606 0.09647
N -1.71038 -1.36814 0.00234
O 2.91077 -0.27561 -0.14052
O -1.77936 1.00182 0.02544
O 0.74895 -1.43929 0.06367
```

Calculated values
**ΔE to the lowest compared entry with this formula, charge and spin**: 281.9 kJ/mol
**Orbital gap**: 8.6 eV
**Net charge**: 0
**SMILES**: Oc1cc2ocnc2o1

***

A single C5H3NOS molecule. Source: the OMol25 dataset; level of theory: ωB97M-V/def2-TZVPD.

XYZ file:
```
11
Properties=species:S:1:pos:R:3
C -0.76878 0.40226 -0.47732
C -0.91744 -1.09173 1.08812
C 0.36314 -1.07445 0.83836
C 0.51398 -0.03446 -0.27521
C 1.74210 0.60535 -0.72389
H -0.27671 2.00720 -1.69996
H -1.37149 -1.55938 1.96378
H 1.06720 -1.67095 1.40853
N 2.76933 1.09838 -0.97366
O -1.65236 -0.30602 0.33427
S -1.46898 1.62380 -1.48301
```

Calculated values
**ΔE to the lowest compared entry with this formula, charge and spin**: 88.7 kJ/mol
**Orbital gap**: 9.6 eV
**Net charge**: 0
**SMILES**: N#Cc1ccoc1S

***

A single C5H4 molecule. Source: the OMol25 dataset; level of theory: ωB97M-V/def2-TZVPD.

XYZ file:
```
9
Properties=species:S:1:pos:R:3
C -0.67516 2.42222 0.02943
C -0.42095 -2.05659 -0.87436
C -0.03344 1.37982 -0.08554
C 0.21549 -1.24848 -0.24786
C 0.81756 -0.19495 0.43364
H -1.56322 2.94736 -0.08871
H -0.77226 -3.01753 -1.09960
H 0.52087 -0.32793 1.47007
H 1.91111 0.09608 0.46293
```

Calculated values
**ΔE to the lowest compared entry with this formula, charge and spin**: 236.5 kJ/mol
**Orbital gap**: 10.7 eV
**Net charge**: 0
**SMILES**: C#CCC#C